Here is a molecular structure, C21H36F6Li2O18P at a distorted geometry from the Open Molecules 2025 dataset. Energies are from ωB97M-V with the def2-TZVPD basis set.

Results
Spin multiplicity: 1
Frontier orbital gap, eV: 6.75
HOMO energy, eV: -11.691
Total energy, eV: -85215.976
Charge: +1

Positions of all 84 atoms, in Å:
Li1 -2.78 -16.66 -11.83
Li2 -12.44 -15.79 -13.63
P1 -8.11 -16.20 -12.85
F1 -7.08 -15.00 -13.24
F2 -7.54 -16.26 -11.32
F3 -9.28 -15.05 -12.48
F4 -9.23 -17.41 -12.63
F5 -8.58 -16.25 -14.35
F6 -6.87 -17.19 -13.10
C1 -10.78 -24.19 -12.82
C2 -11.62 -22.97 -13.26
O1 -12.36 -22.74 -12.09
C3 -12.32 -23.73 -11.18
O2 -12.82 -23.77 -10.10
O3 -11.51 -24.75 -11.75
H1 -9.83 -23.81 -12.44
H2 -10.45 -24.93 -13.55
H3 -12.15 -23.09 -14.20
H4 -10.89 -22.16 -13.30
C4 -9.05 -20.31 -6.10
C5 -10.25 -19.35 -6.22
O4 -9.88 -18.37 -5.24
C6 -8.53 -18.48 -5.02
O5 -7.90 -17.70 -4.32
O6 -7.99 -19.54 -5.61
H5 -8.71 -20.48 -7.12
H6 -9.25 -21.29 -5.67
H7 -11.19 -19.85 -6.01
H8 -10.19 -18.98 -7.24
C7 -5.75 -10.90 -8.74
C8 -5.26 -11.31 -7.37
O7 -5.99 -10.46 -6.56
C9 -7.05 -10.11 -7.20
O8 -7.94 -9.48 -6.62
O9 -7.04 -10.39 -8.45
H9 -5.90 -11.76 -9.38
H10 -5.04 -10.20 -9.17
H11 -4.19 -11.34 -7.16
H12 -5.53 -12.36 -7.33
C10 -3.36 -18.22 -17.98
C11 -3.06 -19.60 -17.48
O10 -1.66 -19.70 -17.53
C12 -0.94 -19.34 -16.41
O11 -1.40 -18.89 -15.39
O12 0.31 -19.62 -16.70
C13 1.32 -19.82 -15.73
H13 -2.70 -17.86 -18.77
H14 -3.08 -17.54 -17.17
H15 -4.41 -18.03 -18.19
H16 -3.49 -20.35 -18.14
H17 -3.51 -19.72 -16.49
H18 2.34 -19.56 -16.04
H19 1.41 -20.90 -15.57
H20 1.10 -19.17 -14.88
C14 -10.73 -21.04 -19.36
C15 -11.60 -19.87 -18.79
O13 -12.95 -20.46 -18.62
C16 -13.79 -19.91 -17.67
O14 -13.43 -19.07 -16.89
O15 -14.93 -20.71 -17.59
C17 -15.72 -20.65 -16.43
H21 -10.70 -21.85 -18.63
H22 -9.77 -20.71 -19.74
H23 -11.23 -21.50 -20.21
H24 -11.69 -18.99 -19.42
H25 -11.20 -19.60 -17.81
H26 -16.10 -21.66 -16.28
H27 -16.52 -19.93 -16.60
H28 -15.25 -20.48 -15.46
C18 -10.21 -8.67 -14.54
C19 -10.18 -10.16 -14.76
O16 -10.30 -10.53 -16.13
C20 -11.28 -11.33 -16.54
O17 -12.03 -11.95 -15.84
O18 -11.31 -11.33 -17.91
C21 -12.35 -12.00 -18.64
H29 -11.03 -8.27 -15.13
H30 -9.30 -8.16 -14.87
H31 -10.56 -8.34 -13.56
H32 -10.91 -10.59 -14.08
H33 -9.22 -10.59 -14.46
H34 -12.17 -13.01 -18.99
H35 -12.53 -11.46 -19.57
H36 -13.24 -11.95 -18.01

The molecule's Mulliken atomic charges, reported in e, are given here: 1.00, 1.00, 1.15, -0.36, -0.36, -0.39, -0.37, -0.32, -0.36, -0.32, -0.21, -0.31, 0.64, -0.49, -0.35, 0.22, 0.33, 0.30, 0.21, -0.33, -0.22, -0.32, 0.67, -0.55, -0.31, 0.24, 0.29, 0.30, 0.23, -0.29, -0.30, -0.29, 0.69, -0.61, -0.28, 0.27, 0.25, 0.32, 0.23, -1.13, -0.14, -0.32, 0.79, -0.60, -0.30, -0.62, 0.33, 0.27, 0.36, 0.30, 0.26, 0.23, 0.27, 0.30, -1.11, -0.19, -0.27, 0.69, -0.56, -0.28, -0.69, 0.28, 0.37, 0.31, 0.30, 0.29, 0.27, 0.29, 0.31, -1.09, -0.23, -0.29, 0.80, -0.60, -0.33, -0.63, 0.33, 0.27, 0.35, 0.30, 0.31, 0.26, 0.24, 0.30

=====

Here is a single C3H5NOS molecule at a distorted geometry from the Open Molecules 2025 dataset. Energies are from ωB97M-V with the def2-TZVPD basis set.

Results
SMILES: N#C[C@@H](O)CS
Spin multiplicity: 1
Frontier orbital gap, eV: 10.11
HOMO energy, eV: -9.638
Total energy, eV: -17563.554
ΔE to the lowest compared entry with this formula, charge and spin, eV: 1.713

Positions of all 11 atoms, in Å:
N1 2.18 -1.70 -0.12
C1 1.57 -0.72 0.06
C2 0.67 0.43 0.41
O1 1.37 1.63 0.09
C3 -0.67 0.56 -0.52
S1 -2.16 -0.41 0.03
H1 0.30 0.38 1.42
H2 2.07 1.45 -0.59
H3 -0.50 0.30 -1.57
H4 -0.83 1.60 -0.54
H5 -2.12 0.13 1.31

The molecule's Mulliken atomic charges, reported in e, are given here: -0.37, 0.04, 0.30, -0.54, -0.76, -0.17, 0.32, 0.35, 0.34, 0.38, 0.12

=====

Here is 12 unconnected molecules or ions with the total composition C6H35NO12 at a distorted geometry from the Open Molecules 2025 dataset. Energies are from ωB97M-V with the def2-TZVPD basis set.

Results
Spin multiplicity: 2
Frontier orbital gap (spin up / spin down), eV: 8.21 / 4.00
HOMO energy (spin up / spin down), eV: -12.799 / -12.639
Total energy, eV: -32837.786
Charge: +1
ΔE to the lowest compared entry with this formula, charge and spin, eV: 2.976

Positions of all 54 atoms, in Å:
C1 0.98 2.08 0.79
C2 0.86 3.43 0.18
C3 -0.56 3.75 -0.05
C4 -2.66 1.63 -2.33
O1 -2.38 0.23 -2.31
C5 -2.42 2.42 -1.17
C6 -1.18 3.02 -1.14
N1 1.18 2.21 2.30
H1 1.72 1.39 0.41
H2 0.05 1.58 0.56
H3 1.46 3.65 -0.75
H4 1.25 4.29 0.79
H5 -0.81 4.82 -0.19
H6 -0.93 3.44 1.01
H7 -3.66 1.53 -2.66
H8 -2.04 1.83 -3.26
H9 -2.06 -0.08 -1.48
H10 -2.93 2.30 -0.18
H11 -0.35 2.84 -1.91
H12 2.11 2.65 2.29
H13 0.40 2.72 2.73
H14 1.75 -3.67 2.40
H15 0.70 -2.85 1.60
O2 1.38 -3.45 1.54
H16 -2.37 -2.37 2.84
H17 -0.87 -1.97 3.02
O3 -1.72 -1.99 3.50
H18 0.82 0.61 -2.01
H19 2.22 0.56 -1.67
O4 1.65 0.75 -2.46
H20 3.67 -2.82 -0.87
H21 2.93 -3.03 0.47
O5 3.61 -2.44 -0.03
H22 2.71 -1.08 -0.34
H23 3.74 -0.04 -0.23
O6 2.78 -0.12 -0.29
H24 -0.32 -1.36 -1.90
H25 0.36 -1.24 -0.44
O7 -0.26 -0.80 -1.09
H26 0.68 -1.00 3.85
H27 0.47 0.01 2.83
O8 0.59 -0.94 2.92
H28 -1.52 -2.96 0.56
H29 -1.83 -1.56 0.12
O9 -2.17 -2.27 0.77
H30 2.39 -1.20 -2.22
H31 1.78 -1.98 -3.37
O10 2.17 -2.02 -2.45
H32 -1.58 -0.43 3.57
H33 -2.47 0.88 3.98
O11 -1.91 0.54 3.39
H34 -2.24 -1.34 -3.43
H35 -0.76 -1.97 -3.48
O12 -1.59 -1.93 -3.04

The molecule's Mulliken atomic charges, reported in e, are given here: -0.20, -0.51, -0.66, -0.81, -0.38, -0.03, 0.04, -0.51, -0.09, 0.23, 0.36, 0.38, 0.42, 0.26, 0.48, 0.33, 0.34, 0.41, 0.35, 0.32, 0.27, 0.33, 0.27, -0.69, 0.35, 0.46, -0.71, 0.14, 0.60, -0.74, 0.30, 0.40, -0.72, 0.23, 0.27, -0.61, 0.39, -0.04, -0.08, 0.28, 0.21, -0.54, 0.31, 0.26, -0.67, 0.33, 0.28, -0.57, 0.42, 0.22, -0.62, 0.37, 0.25, -0.65